Here is a cluster of 2 separate species, C3HCl3O in total from OMol25. Energies are from ωB97M-V/def2-TZVPD.

Its lowest unoccupied orbital energy (alpha / beta) is -1.0 / -1.0 eV. Its charge is 0. The calculation puts the total energy at -1570.4736 a.u.

Each line ends with the natural charge from an NBO analysis.
CARTESIAN COORDINATES (ANGSTROEM)
1 C 0.3871 0.1899 -0.2672  -0.127
2 C 1.2406 -0.7801 -0.0172  0.373
3 C 2.1776 -2.4507 -0.9342  -0.192
4 O 1.9610 0.2526 0.2355  -0.506
5 Cl 1.1768 -3.6795 -1.6256  0.111
6 Cl 3.0948 -1.3434 -2.0606  0.047
7 Cl 3.2126 -3.1309 0.3036  0.067
8 H -0.4416 0.7089 0.1455  0.226

***

Here is the molecule C3HClFN from OMol25. Energies are from ωB97M-V/def2-TZVPD.

Its lowest unoccupied orbital energy is 0.3 eV. Its charge is 0. As for the SMILES: N#C/C(Cl)=C/F. The calculation puts the total energy at -729.6787 a.u.

Each line ends with the natural charge from an NBO analysis.
CARTESIAN COORDINATES (ANGSTROEM)
1 N 1.6499 0.9242 -1.7952  -0.266
2 C 0.9963 0.4610 -0.9534  0.243
3 C 0.3368 -0.1157 0.2299  -0.259
4 Cl 1.3158 -0.5789 1.5610  0.072
5 C -0.9778 -0.1308 0.3109  0.306
6 F -1.7164 -0.6750 1.2126  -0.279
7 H -1.6046 0.1153 -0.5657  0.184

***

Here is the ion C3HClFO2 with charge -1 from OMol25. Energies are from ωB97M-V/def2-TZVPD.

Its lowest unoccupied orbital energy is 3.7 eV. Its charge is -1. As for the SMILES: O=C([O-])/C(Cl)=C/F. The calculation puts the total energy at -825.4867 a.u.

Each line ends with the natural charge from an NBO analysis.
CARTESIAN COORDINATES (ANGSTROEM)
1 O -0.6815 -2.0094 -1.1192  -0.689
2 C -0.5186 -1.3745 -0.1491  0.797
3 O -0.5163 -1.6633 1.0732  -0.758
4 C -0.3018 0.3006 -0.2853  -0.223
5 Cl -1.6205 1.4152 -0.6342  -0.072
6 C 0.8523 0.8888 0.1377  0.141
7 F 1.0520 2.1783 0.4968  -0.359
8 H 1.7346 0.2642 0.4801  0.164

***

Here is the molecule C3HClN2O2S from OMol25. Energies are from ωB97M-V/def2-TZVPD.

Its lowest unoccupied orbital energy is -0.6 eV. Its charge is 0. As for the SMILES: O=[N+]([O-])c1csc(Cl)n1. The calculation puts the total energy at -1233.1750 a.u.

Each line ends with the natural charge from an NBO analysis.
CARTESIAN COORDINATES (ANGSTROEM)
1 O 1.8235 1.1165 -1.5455  -0.379
2 N 0.6570 0.9392 -1.4478  0.536
3 O -0.1861 1.3711 -2.1501  -0.332
4 C 0.2047 0.1240 -0.3351  0.146
5 C 0.9440 -0.3160 0.7600  -0.427
6 S 0.0042 -1.1164 1.9029  0.466
7 C -1.4084 -0.6578 0.9075  0.000
8 Cl -2.8850 -1.1702 1.4719  0.103
9 N -1.1730 -0.1214 -0.2186  -0.395
10 H 2.0191 -0.1690 0.6548  0.281

***

Q: The lowest charge belongs to which entry?
A: C3HClFO2